Entry 1:
72
Properties=species:S:1:pos:R:3:mulliken_spin:R:1 method="wB97M-V/def2-TZVPD" orbital_gap_ev="6.6 / 7.1" de_lowest_kcal_mol=0.0 multiplicity=5 lumo_energy_ev="0.36 / 0.41"
P -2.5083 2.8005 0.8397 -0.023
P -4.1204 0.0747 1.2836 -0.175
C -4.3775 2.8154 1.1530 -0.003
C -4.7535 1.6339 2.0050 0.035
H -4.8168 2.7476 0.1452 0.009
H -4.7272 3.7710 1.5853 -0.004
H -4.2638 1.7085 2.9839 0.015
H -5.8350 1.5209 2.1397 -0.003
C -4.6358 0.0115 -0.4679 0.102
H -4.3051 -0.9306 -0.9121 -0.002
H -4.2078 0.8232 -1.0664 -0.045
H -5.7370 0.0553 -0.4717 0.002
C -5.0750 -1.0842 2.2342 0.026
H -5.4366 -0.5496 3.1307 0.001
H -4.4455 -1.9292 2.5589 -0.006
H -5.9314 -1.4369 1.6375 0.003
C -2.7939 4.6331 0.2166 0.099
H -1.8533 5.2082 0.1774 -0.011
H -3.4660 5.1892 0.9129 -0.002
H -3.2605 4.6830 -0.7768 -0.002
C -1.8313 3.5128 2.4073 0.050
H -2.1273 2.9450 3.2923 -0.002
H -2.1110 4.5703 2.5205 0.002
H -0.7407 3.4707 2.2906 0.006
Cr -2.0799 0.4082 1.1130 3.940
C -2.0075 3.2476 -3.0114 0.012
C -2.3301 4.4365 -3.4992 0.008
C -1.4058 5.5123 -4.0052 0.001
C 0.0184 5.4127 -3.3581 -0.001
C 0.0189 5.4459 -1.8667 0.002
C 0.0894 4.3374 -1.0615 0.002
C 0.1713 2.9506 -1.5447 -0.012
C -0.6738 2.5746 -2.8384 0.017
C -1.7329 0.1762 3.0978 -0.219
H -2.8033 2.6234 -2.5703 -0.021
H -3.3888 4.7077 -3.6470 0.000
H -1.8712 6.4895 -3.7498 0.000
H -1.3463 5.4835 -5.1190 0.000
H 0.5492 4.5342 -3.7526 0.000
H 0.5897 6.2891 -3.6981 0.000
H 0.0001 6.4310 -1.3890 0.000
H 0.3346 4.5074 -0.0238 -0.006
H -0.1105 2.2609 -0.7183 0.074
H 1.2429 2.7629 -1.7692 0.002
H -0.1043 2.6889 -3.7803 0.000
H -0.8309 1.4896 -2.7133 -0.015
H -2.5876 0.3995 3.7457 0.026
H -0.8893 0.8561 3.3424 0.014
H -1.4582 -0.9175 3.1589 0.024
C -3.5203 -4.3375 -2.1046 0.010
C -4.2722 -3.8588 -1.0256 -0.008
C -3.6554 -3.1558 0.0263 0.020
C -2.2749 -2.7743 -0.0702 0.049
C -1.5266 -3.6659 -0.8988 0.010
C -2.1196 -4.3152 -1.9857 -0.006
N -1.6912 -1.6691 0.5631 0.010
C -0.2798 -1.7108 0.5648 -0.052
C 0.5085 -2.3690 1.5556 -0.004
C 1.8541 -2.6487 1.3053 -0.002
C 2.4400 -2.2814 0.0872 0.014
C 1.6915 -1.5621 -0.8510 0.010
C 0.3711 -1.2370 -0.5920 -0.016
H -4.0248 -4.7672 -2.9847 0.001
H -5.3614 -4.0296 -0.9909 0.000
H -4.2237 -2.9024 0.9196 0.002
H -0.4504 -3.8069 -0.7416 0.005
H -1.5293 -4.7967 -2.7621 0.000
H 0.0712 -2.6654 2.5092 0.004
H 2.4758 -3.1429 2.0551 0.000
H 3.4828 -2.5392 -0.1352 0.001
H 2.1419 -1.2308 -1.7846 0.001
H -0.2532 -0.7382 -1.3371 0.027


Entry 2:
34
Properties=species:S:1:pos:R:3:lowdin_charge:R:1 method="wB97M-V/def2-TZVPD" orbital_gap_ev=6.9 de_lowest_kcal_mol=0.0 lumo_energy_ev=-0.66
O 0.9543 -2.9861 -1.5662 0.133
C 0.4653 -3.2907 -0.4970 -0.454
C 0.5150 -4.6823 -0.1572 0.034
C -0.0199 -4.7557 1.1087 0.080
C -0.5753 -3.3673 1.4157 -0.386
O -1.1922 -3.2013 2.5005 0.076
N -0.3058 -2.5861 0.3762 0.089
C -0.3622 -1.1657 0.4107 -0.085
C 0.2807 -0.5691 1.5440 0.112
C 0.5269 0.8262 1.5463 -0.167
C 1.2026 1.4273 2.5685 -0.062
C 1.6788 2.6861 2.5201 -0.037
C 1.3789 3.4583 1.3436 -0.042
C 0.7731 2.9772 0.3112 -0.238
C 0.5054 3.6983 -0.7850 -0.031
C -0.1476 3.0943 -1.8472 0.019
C -0.6483 1.7537 -1.7719 -0.158
C -1.5068 1.2466 -2.7835 -0.006
C -1.9278 -0.0698 -2.7582 -0.042
C -1.5345 -0.8898 -1.6865 0.016
C -0.7788 -0.3503 -0.6281 -0.115
C -0.4135 0.9812 -0.6822 -0.067
C 0.3632 1.5654 0.3616 0.030
H 0.7646 -5.5997 -0.8906 0.181
H -0.0194 -5.6437 1.6850 0.102
H 0.6563 -1.1901 2.3308 0.120
H 1.4516 0.8380 3.4862 0.135
H 2.2891 3.2581 3.1844 0.100
H 1.7323 4.5008 1.4198 0.129
H 0.6857 4.7651 -0.7071 0.125
H -0.3649 3.6662 -2.7673 0.121
H -1.9048 1.8803 -3.4669 0.077
H -2.6405 -0.3703 -3.5006 0.102
H -1.8813 -1.9051 -1.6180 0.113


Entry 3:
86
Properties=species:S:1:pos:R:3:lowdin_charge:R:1 method="wB97M-V/def2-TZVPD" orbital_gap_ev=3.5 de_lowest_kcal_mol=0.0 lumo_energy_ev=-2.95
C 4.1274 -2.4065 -1.5241 -0.060
C 2.8146 -1.9520 -2.1964 -0.252
O 2.3506 -0.7208 -1.6498 -0.207
C 1.5185 -0.0192 -2.5641 -0.148
C 0.7629 1.1670 -1.8675 -0.094
O 1.3778 1.5626 -0.6293 -0.070
C 0.8749 0.9037 0.5114 -0.266
C 2.1734 0.7761 1.4313 -0.018
C 2.9655 2.0807 1.3812 -0.156
C 2.6789 3.1561 2.2711 -0.001
C 3.3256 4.3928 2.2893 -0.062
C 4.3438 4.7019 1.3766 -0.065
C 4.7102 3.6523 0.4631 -0.124
C 3.9970 2.2903 0.4762 -0.202
C 4.4657 1.1948 -0.5200 -0.173
C -0.1027 1.6408 1.4844 -0.376
O -0.1808 2.8043 1.7843 0.124
N -1.0250 0.6994 2.0094 0.137
C -1.2873 -0.2133 0.8402 -0.313
C -2.2476 0.6466 -0.0507 -0.090
C -3.0551 -0.1286 -1.1397 -0.155
C -4.0181 0.9209 -1.7835 -0.442
C -5.3514 0.2946 -2.2362 -0.118
C -3.3431 1.7665 -2.8879 -0.048
C -2.1259 -1.3790 1.4416 -0.266
C -1.9644 -2.7801 0.6388 -0.122
F -1.8597 -1.5414 2.8734 -0.231
C 0.1601 -0.4699 0.3876 -0.108
N 0.6922 -1.3925 1.4740 0.166
C 1.2321 -2.3907 1.0050 -0.280
O 1.4222 -3.4428 0.5060 0.177
H 4.0400 -2.2886 -0.4321 0.069
H 4.9770 -1.7931 -1.8694 0.074
H 4.3619 -3.4484 -1.7901 0.087
H 2.9557 -1.8227 -3.2853 0.129
H 2.0734 -2.7585 -2.0254 0.117
H 0.8134 -0.7269 -3.0410 0.144
H 2.1761 0.3959 -3.3544 0.130
H 0.8977 2.0244 -2.5524 0.134
H -0.3209 0.9983 -1.8186 0.106
H 2.7769 -0.0513 1.0329 0.107
H 1.9337 0.5482 2.4778 0.140
H 1.8790 3.0138 3.0007 0.119
H 2.9994 5.1357 3.0175 0.117
H 4.8236 5.6814 1.3872 0.115
H 5.5184 3.8582 -0.2442 -0.002
H 3.9701 1.2659 -1.5031 0.055
H 4.2990 0.1821 -0.1333 0.071
H 5.5620 1.2960 -0.7504 -0.072
H -1.8497 1.1141 2.4273 0.154
H -1.7624 1.4818 -0.5750 0.116
H -3.0012 1.0690 0.6401 0.146
H -2.3751 -0.4508 -1.9563 0.128
H -3.6762 -0.9383 -0.7567 0.018
H -4.2767 1.6218 -0.9710 0.081
H -5.9215 0.0014 -1.3395 0.052
H -5.1868 -0.5259 -2.9685 0.082
H -5.9316 1.0901 -2.7173 0.078
H -4.0505 2.5737 -3.1411 0.093
H -3.0910 1.1929 -3.7956 0.081
H -2.4526 2.2740 -2.4614 0.058
H -3.2150 -1.0929 1.3629 0.100
H -1.3502 -3.4680 1.2413 0.054
H -1.4776 -2.6605 -0.3431 0.102
H -2.9559 -3.3246 0.5347 -0.052
H 0.2690 -1.0884 -0.5117 0.149
K -4.8486 -2.7714 0.1492 0.737
C -2.0717 -3.2398 7.0852 -0.103
C -0.6323 -2.9387 6.7126 -0.311
O -0.3593 -3.3244 5.3634 -0.138
H -2.2822 -4.3037 6.9666 0.079
H -2.2761 -2.9534 8.1183 0.077
H -2.7620 -2.7018 6.4306 0.034
H 0.0514 -3.4930 7.3541 0.114
H -0.4193 -1.8707 6.8226 0.109
H -0.9533 -2.8284 4.7833 -0.029
Br 6.2177 2.5797 -2.0471 0.348
Mg -2.8225 -3.0475 3.2840 0.718
B -2.7917 -0.5802 -6.7299 -1.235
F -1.9996 0.5475 -6.3853 0.048
F -3.2620 -1.1915 -5.5411 0.049
F -3.8835 -0.1714 -7.5155 0.080
F -2.0037 -1.5061 -7.4507 0.063
Br 7.1396 1.6044 -3.8937 0.161
Na 3.1157 3.8875 -1.1315 0.656
F -6.0200 2.1089 -0.7564 -0.688